{"formula": "C6H38O13", "method": "ωB97M-V/def2-TZVPD", "species": ["O", "H", "H", "O", "H", "H", "O", "H", "H", "O", "H", "H", "O", "H", "H", "O", "H", "H", "O", "H", "H", "O", "H", "H", "O", "H", "H", "O", "H", "H", "C", "C", "O", "H", "H", "H", "H", "H", "H", "C", "C", "O", "H", "H", "H", "H", "H", "H", "C", "C", "O", "H", "H", "H", "H", "H", "H"], "positions_angstrom": [[1.75, 4.86, -0.22], [2.67, 5.02, -0.42], [1.52, 4.07, -0.71], [3.21, -1.33, 0.43], [3.26, -0.58, 1.02], [3.59, -1.02, -0.39], [3.63, 1.33, 1.59], [3.22, 2.06, 1.13], [4.40, 1.71, 2.01], [-3.31, -1.51, 0.97], [-3.18, -0.61, 1.27], [-4.19, -1.51, 0.59], [1.26, 2.91, -1.77], [1.79, 2.28, -2.25], [0.49, 3.05, -2.31], [-1.05, 3.13, 4.40], [-1.69, 2.80, 5.03], [-1.02, 2.46, 3.72], [-0.80, 3.86, 1.12], [-0.03, 4.16, 0.65], [-0.83, 2.92, 0.96], [-0.63, -4.14, 1.29], [-0.96, -4.86, 1.83], [-0.14, -3.59, 1.90], [-3.09, 2.29, 1.70], [-3.89, 2.45, 1.20], [-2.42, 2.81, 1.26], [-1.83, -1.91, 3.55], [-2.75, -1.64, 3.48], [-1.87, -2.73, 4.05], [1.23, -2.79, -2.04], [2.58, -3.46, -1.93], [2.95, -3.80, -0.62], [0.55, -3.40, -1.44], [0.96, -2.81, -3.10], [1.01, -1.78, -1.70], [3.43, -2.89, -2.30], [2.51, -4.41, -2.47], [3.06, -3.01, -0.08], [0.02, 0.82, 0.45], [0.43, 0.35, 1.83], [-0.56, 0.67, 2.76], [0.59, 0.19, -0.24], [0.32, 1.86, 0.32], [-1.00, 0.56, 0.17], [1.26, 0.97, 2.17], [0.65, -0.72, 1.78], [-0.93, -0.19, 2.96], [-1.40, -0.75, -2.82], [-2.15, -0.65, -4.11], [-1.81, 0.59, -4.70], [-1.58, 0.06, -2.12], [-0.34, -0.75, -3.08], [-1.62, -1.73, -2.39], [-3.21, -0.84, -3.96], [-1.89, -1.44, -4.81], [-2.15, 0.60, -5.60]], "mulliken_charge": [-0.701, 0.298, 0.366, -0.630, 0.293, 0.243, -0.582, 0.278, 0.267, -0.573, 0.302, 0.274, -0.616, 0.265, 0.282, -0.647, 0.286, 0.373, -0.674, 0.346, 0.345, -0.562, 0.280, 0.277, -0.540, 0.274, 0.331, -0.566, 0.275, 0.248, -0.174, -0.585, -0.588, 0.234, 0.306, -0.211, 0.324, 0.297, 0.486, 0.359, -0.045, -0.249, -0.166, -0.422, 0.187, 0.056, 0.255, 0.160, -0.613, -0.529, -0.526, 0.163, 0.103, 0.424, 0.320, 0.331, 0.297], "e_homo_ev": -9.48, "total_energy_ev": -33454.5004, "de_lowest_kcal_mol": 46.68, "charge": 0, "orbital_gap_ev": 9.362}